[1]
A cluster of 2 separate species, C4H8Cl in total. Source: OMol25; level of theory: ωB97M-V/def2-TZVPD.

CARTESIAN COORDINATES (ANGSTROEM)
Cl 1.449 -1.224 -3.098
H 0.731 -0.755 -4.020
C -0.501 0.778 0.581
H -0.392 1.799 0.194
C -1.873 0.235 0.502
C 0.558 0.092 1.149
C 1.775 -0.167 0.546
H -2.327 0.672 -0.403
H -1.793 -0.848 0.368
H -2.509 0.427 1.371
H 0.418 -0.381 2.147
H 2.040 0.225 -0.442
H 2.424 -0.853 1.105

- Expectation value of S²: 0.773
- Multiplicity: 2
- Kohn-Sham gap (spin up / spin down): 0.30123 / 0.36293 hartree
- Energy relative to the best compared isomer or geometry (same formula, charge and spin): 66.5 kJ/mol
- LUMO level (spin up / spin down): 0.90 / 0.28 eV
- HOMO level (spin up / spin down): -7.30 / -9.60 eV

[2]
A cluster of 2 separate species, C4H8Cl2N2 in total. Source: OMol25; level of theory: ωB97M-V/def2-TZVPD.

CARTESIAN COORDINATES (ANGSTROEM)
C 1.539 0.449 0.036
C 1.301 -0.928 0.632
C 0.174 1.185 0.186
C -0.195 -1.035 0.383
N -0.769 0.141 0.324
N -2.119 0.218 -0.003
Cl -1.010 -2.545 0.112
Cl -1.418 -0.746 -2.623
H 2.323 1.168 0.596
H 1.832 0.358 -1.040
H 1.822 -1.756 0.101
H 1.408 -1.033 1.741
H 0.172 1.904 1.084
H -0.106 1.690 -0.726
H -2.326 -0.239 -0.870
H -2.626 1.168 0.067

- Kohn-Sham gap: 0.27947 hartree
- Energy relative to the best compared isomer or geometry (same formula, charge and spin): 161.3 kJ/mol
- LUMO level: -0.41 eV
- HOMO level: -8.01 eV

[3]
An isolated molecule of C4H8Cl2NOP. Source: OMol25; level of theory: ωB97M-V/def2-TZVPD.

CARTESIAN COORDINATES (ANGSTROEM)
Cl -3.270 -1.298 -1.848
P -2.439 0.138 -0.630
Cl -3.561 1.740 -0.003
N -0.758 -0.022 -0.047
C -0.009 1.217 0.195
C 1.322 0.999 0.921
O 2.089 -0.087 0.342
C 1.325 -1.299 0.195
C 0.027 -1.105 -0.638
H 0.155 1.673 -0.792
H -0.602 1.974 0.770
H 1.894 1.923 0.907
H 1.075 0.777 1.965
H 1.919 -2.084 -0.272
H 1.072 -1.651 1.188
H -0.544 -2.057 -0.572
H 0.306 -0.837 -1.682

- SMILES string: ClP(Cl)N1CCOCC1
- Kohn-Sham gap: 0.20331 hartree
- LUMO level: -1.43 eV
- HOMO level: -6.97 eV

[4]
An isolated molecule of C4H8Cl2OS. Source: OMol25; level of theory: ωB97M-V/def2-TZVPD.

CARTESIAN COORDINATES (ANGSTROEM)
C -1.413 0.376 -0.838
C -2.471 0.814 0.050
C 1.551 -0.434 -0.453
C 2.087 0.472 0.601
O -0.173 -1.032 1.501
S -0.114 -1.065 0.085
Cl 3.063 1.713 -0.239
Cl 0.286 -3.229 -0.239
H -1.729 -0.051 -1.788
H -2.155 0.716 1.069
H -2.778 1.882 -0.259
H -3.321 0.202 -0.005
H 1.113 0.088 -1.323
H 1.954 -1.413 -0.628
H 2.755 -0.025 1.383
H 1.344 0.987 1.081

- Expectation value of S²: 2.023
- Multiplicity: 3
- Kohn-Sham gap (spin up / spin down): 0.30409 / 0.30664 hartree
- LUMO level (spin up / spin down): 0.67 / -2.05 eV
- HOMO level (spin up / spin down): -7.61 / -10.39 eV

[5]
A cluster of 2 separate species, C4H8Cl2Si in total. Source: OMol25; level of theory: ωB97M-V/def2-TZVPD.

CARTESIAN COORDINATES (ANGSTROEM)
C 1.534 -0.016 -0.684
C 0.600 -0.718 -1.224
C 3.074 -0.088 -1.000
C -2.931 0.404 1.639
Si -2.825 0.043 -0.234
Cl -4.369 -1.275 -0.883
Cl -3.242 1.976 -0.881
H 1.335 0.848 0.013
H 0.718 -1.487 -1.938
H 3.285 0.605 -1.881
H 3.374 -1.182 -1.076
H 3.484 0.272 -0.033
H -3.382 -0.372 2.304
H -1.786 0.319 1.835
H -3.081 1.493 1.823

- Kohn-Sham gap (spin up / spin down): 0.28642 / 0.29235 hartree
- Energy relative to the best compared isomer or geometry (same formula, charge and spin): 468.0 kJ/mol
- LUMO level (spin up / spin down): -1.48 / -0.55 eV
- HOMO level (spin up / spin down): -9.28 / -8.50 eV

[6]
A cluster of 2 separate species, C4H8ClF2N2 in total. Source: OMol25; level of theory: ωB97M-V/def2-TZVPD.

CARTESIAN COORDINATES (ANGSTROEM)
C -0.215 -0.653 -0.088
C 0.397 1.616 -0.385
C 2.153 -0.111 0.140
C -2.768 0.005 0.403
N 0.721 0.199 -0.076
N -0.005 -1.918 -0.224
F -3.053 -1.285 0.296
F -2.460 0.372 1.670
Cl -3.471 1.029 -0.731
H -0.447 1.914 0.139
H 1.319 2.188 0.011
H 0.187 1.852 -1.512
H 1.975 -1.012 0.845
H 2.652 -0.073 -0.853
H 2.573 0.695 0.768
H -0.506 -2.691 0.109
H 0.948 -2.128 -0.511

- Kohn-Sham gap (spin up / spin down): 0.31815 / 0.26374 hartree
- LUMO level (spin up / spin down): -4.85 / -5.70 eV
- Total charge: +1
- HOMO level (spin up / spin down): -13.51 / -12.87 eV

[7]
An isolated molecule of C4H8ClFO. Source: OMol25; level of theory: ωB97M-V/def2-TZVPD.

CARTESIAN COORDINATES (ANGSTROEM)
C 0.733 -1.068 -1.169
C -0.211 0.123 -0.836
O 0.783 1.200 -0.822
C -0.933 0.145 0.476
C -0.007 0.392 1.645
F -1.795 1.237 0.287
Cl -1.844 -1.418 0.850
H 0.223 -2.064 -1.219
H 1.490 -1.179 -0.351
H 1.348 -0.893 -2.090
H -0.877 0.258 -1.706
H 0.224 1.985 -0.839
H -0.459 0.300 2.715
H 0.817 -0.396 1.404
H 0.507 1.377 1.655

- SMILES string: C[C@H](O)[C@@](C)(F)Cl
- Kohn-Sham gap: 0.42963 hartree
- Energy relative to the best compared isomer or geometry (same formula, charge and spin): 48.8 kJ/mol
- LUMO level: 0.82 eV
- HOMO level: -10.87 eV

[8]
An isolated molecule of C4H8ClN. Source: OMol25; level of theory: ωB97M-V/def2-TZVPD.

CARTESIAN COORDINATES (ANGSTROEM)
C -1.892 1.175 -0.309
C -1.213 0.033 -0.368
Cl -1.985 -1.376 0.237
C 0.276 -0.097 -0.206
C 1.092 -0.036 1.058
N 0.958 -1.245 -0.856
H -1.171 2.017 -0.599
H -3.061 1.289 0.292
H 0.384 0.786 -0.866
H 0.835 -1.163 1.373
H 2.213 0.268 0.814
H 0.808 0.569 1.862
H 0.847 -0.932 -1.853
H 1.907 -1.288 -0.581

- SMILES string: C=C(Cl)[C@@H](C)N
- Kohn-Sham gap: 0.37649 hartree
- Energy relative to the best compared isomer or geometry (same formula, charge and spin): 277.6 kJ/mol
- LUMO level: 0.79 eV
- HOMO level: -9.45 eV

[9]
A cluster of 2 separate species, C4H8ClN3 in total. Source: OMol25; level of theory: ωB97M-V/def2-TZVPD.

CARTESIAN COORDINATES (ANGSTROEM)
C 0.711 1.847 0.256
C -0.463 1.134 0.849
C -1.610 -0.469 -0.796
C 1.904 -1.288 -0.318
N 1.193 1.324 -0.784
N -0.461 0.100 -0.122
N 0.546 0.192 -0.985
Cl 2.519 -1.372 1.293
H 1.049 2.776 0.584
H -0.220 0.808 1.822
H -1.390 1.739 0.901
H -2.280 0.435 -0.994
H -1.258 -0.817 -1.685
H -2.266 -1.137 -0.248
H 2.656 -1.179 -1.057
H 1.292 -2.134 -0.551

- Kohn-Sham gap (spin up / spin down): 0.28502 / 0.27920 hartree
- Energy relative to the best compared isomer or geometry (same formula, charge and spin): 486.7 kJ/mol
- LUMO level (spin up / spin down): 0.39 / 0.18 eV
- HOMO level (spin up / spin down): -7.36 / -7.41 eV

[10]
An isolated molecule of C4H8ClN3. Source: OMol25; level of theory: ωB97M-V/def2-TZVPD.

CARTESIAN COORDINATES (ANGSTROEM)
H 1.573 1.466 -2.580
N 1.627 0.624 -2.019
C 0.996 0.776 -0.913
N 0.226 1.907 -0.515
N 0.824 -0.328 -0.048
C -0.283 -0.809 0.595
C -1.601 -0.205 0.386
C -0.163 -1.962 1.313
Cl 1.276 -2.828 1.568
H 0.312 2.088 0.502
H 0.467 2.734 -1.045
H 1.580 -0.992 -0.165
H -1.805 -0.073 -0.675
H -2.374 -0.819 0.837
H -1.645 0.779 0.862
H -1.011 -2.358 1.897

- SMILES string: [H]/N=C(\N)N/C(C)=C\Cl
- Kohn-Sham gap: 0.32096 hartree
- Energy relative to the best compared isomer or geometry (same formula, charge and spin): 24.5 kJ/mol
- LUMO level: 0.72 eV
- HOMO level: -8.02 eV

[11]
A cluster of 2 separate species, C4H8ClN3O2 in total. Source: OMol25; level of theory: ωB97M-V/def2-TZVPD.

CARTESIAN COORDINATES (ANGSTROEM)
O 2.079 -2.353 -1.021
N 1.106 -1.343 -0.934
N 1.353 -0.508 -0.005
N 0.438 0.390 0.179
C -0.917 0.637 -0.314
C -0.894 1.941 0.558
C 0.452 1.442 1.072
H 2.723 -2.442 -0.297
H -1.481 -0.277 -0.139
H -0.801 0.724 -1.421
H -0.997 2.875 0.057
H -1.550 1.865 1.410
H 1.184 2.186 0.773
H 0.451 1.326 2.103
O -0.494 -3.168 -0.782
C -0.065 -4.089 -1.398
Cl -0.415 -4.350 -3.077
H 0.590 -4.790 -0.802

- SMILES string: O/N=N/N1CCC1.O=CCl
- Kohn-Sham gap: 0.33345 hartree
- Energy relative to the best compared isomer or geometry (same formula, charge and spin): 311.2 kJ/mol
- LUMO level: 0.94 eV
- HOMO level: -8.13 eV

[12]
A cluster of 2 separate species, C4H8ClN4 in total. Source: OMol25; level of theory: ωB97M-V/def2-TZVPD.

CARTESIAN COORDINATES (ANGSTROEM)
C -0.355 -1.870 0.400
C 2.976 0.590 -0.129
C -0.798 0.511 -0.117
C -0.052 -0.539 0.491
N -1.464 -2.319 -0.254
N 2.191 1.436 -0.223
N -1.745 0.452 -0.965
N -0.221 1.807 0.290
Cl 4.198 -0.397 0.052
H 0.360 -2.401 1.023
H 0.792 -0.128 1.137
H -1.750 -3.158 -0.509
H 0.868 1.774 -0.035
H -1.860 -1.527 -0.592
H -1.997 1.302 -1.447
H -0.566 1.901 1.195
H -0.575 2.566 -0.316

- Kohn-Sham gap: 0.33966 hartree
- Energy relative to the best compared isomer or geometry (same formula, charge and spin): 297.2 kJ/mol
- LUMO level: -3.08 eV
- Total charge: +1
- HOMO level: -12.32 eV

[13]
A cluster of 2 separate species, C4H8ClN5O in total. Source: OMol25; level of theory: ωB97M-V/def2-TZVPD.

CARTESIAN COORDINATES (ANGSTROEM)
C 0.550 0.828 0.989
C -0.261 1.043 -1.007
C 1.849 -1.210 0.922
C 0.662 -0.058 -0.994
N -1.915 -1.001 0.458
N -1.714 -1.368 -0.581
N -1.721 -0.526 1.520
N -1.046 1.522 -1.929
N 1.077 -0.172 0.353
O -0.264 1.602 0.191
Cl 0.367 0.824 2.654
H 1.234 -1.863 1.544
H 2.393 -1.700 0.136
H 2.489 -0.570 1.538
H 1.415 0.260 -1.897
H 0.192 -0.963 -1.397
H -2.468 -0.074 2.154
H -1.188 1.071 -2.841
H -1.649 2.356 -1.811

- Kohn-Sham gap: 0.30643 hartree
- Energy relative to the best compared isomer or geometry (same formula, charge and spin): 0.0 kJ/mol
- LUMO level: -9.65 eV
- Total charge: +2
- HOMO level: -17.99 eV

[14]
A structure of composition C4H8ClNO3. Source: OMol25; level of theory: ωB97M-V/def2-TZVPD.

CARTESIAN COORDINATES (ANGSTROEM)
C -2.703 0.864 0.186
C 1.064 -0.376 -0.624
C 2.357 -0.148 0.225
C -1.721 -0.101 -0.598
N -0.038 0.414 -0.065
O -1.971 1.887 0.717
O -3.873 0.756 0.328
O 2.318 -0.787 1.447
Cl -2.022 -1.719 -0.181
H 1.015 -1.440 -0.499
H 1.154 -0.215 -1.813
H 3.149 -0.570 -0.358
H 2.610 0.927 0.307
H -1.919 0.052 -1.662
H -1.140 1.894 0.347
H -0.166 0.255 0.916
H 1.885 -1.696 1.328

- Kohn-Sham gap: 0.38995 hartree
- Energy relative to the best compared isomer or geometry (same formula, charge and spin): 189.6 kJ/mol
- LUMO level: 0.47 eV
- HOMO level: -10.14 eV

[15]
An isolated molecule of C4H8ClNS. Source: OMol25; level of theory: ωB97M-V/def2-TZVPD.

CARTESIAN COORDINATES (ANGSTROEM)
C 0.367 0.609 1.450
C -0.662 0.669 0.273
C -0.158 0.045 -0.976
C -0.706 -1.420 -0.896
S -1.740 -1.560 0.554
N -1.952 0.132 0.743
Cl -3.255 0.711 -0.326
H 0.992 -0.276 1.658
H -0.181 0.845 2.298
H 1.113 1.384 1.243
H -0.947 1.836 0.161
H 0.886 0.028 -0.979
H -0.338 0.571 -2.011
H -1.286 -1.669 -1.720
H 0.114 -2.110 -0.856

- SMILES string: C[C@H]1CCSN1Cl
- Kohn-Sham gap: 0.35211 hartree
- Energy relative to the best compared isomer or geometry (same formula, charge and spin): 139.8 kJ/mol
- LUMO level: 0.72 eV
- HOMO level: -8.86 eV

| no. | total energy (eV) |
| --- | --- |
| 1 | -16797.71524 |
| 2 | -32300.72580 |
| 3 | -42146.28422 |
| 4 | -42199.95561 |
| 5 | -37198.07260 |
| 6 | -25204.39161 |
| 7 | -21564.66956 |
| 8 | -18286.89499 |
| 9 | -21265.40655 |
| 10 | -21270.19721 |
| 11 | -25360.29335 |
| 12 | -22751.59318 |
| 13 | -26276.45230 |
| 14 | -24430.65678 |
| 15 | -29123.56056 |